C12H33NO7 | wB97M-V/def2-TZVPD

Positions of all 53 atoms, in Å:
N  -0.2832  -0.3916  0.3972
H  0.2988  0.1214  -0.1078
H  -0.6272  -1.1316  -0.2208
H  -1.0172  0.3384  0.6362
H  0.0448  -0.9636  1.1322
O  -1.1732  -2.2996  2.4612
H  -1.3912  -1.7546  3.2552
C  -3.7212  0.3804  1.7802
O  -3.3462  0.3624  0.4502
C  -3.7902  -0.7266  -0.3248
C  -3.2652  -0.4956  -1.7078
O  -2.0522  -0.6126  -1.8898
C  -1.7082  -1.2346  -3.0948
C  -0.2002  -1.0696  -3.3908
O  0.4988  -1.5746  -2.2128
C  1.9038  -1.4246  -2.3968
H  -4.6882  0.2264  1.7062
H  -3.4702  1.3194  2.2902
H  -3.4782  -0.5036  2.1982
H  -4.7542  -0.7506  -0.3768
H  -3.4842  -1.6596  0.0252
H  -3.6642  0.3944  -2.2288
H  -3.7852  -1.1466  -2.4618
H  -2.2502  -0.8616  -4.0188
H  -1.8162  -2.2716  -3.1038
H  -0.0162  -0.0246  -3.6728
H  0.2088  -1.6746  -4.1328
H  2.0488  -0.5266  -3.2018
H  2.3998  -2.3056  -3.0398
H  2.4468  -1.3466  -1.5938
C  -0.0462  2.9084  1.4022
O  -0.0442  2.4754  -0.0358
C  1.1168  2.8394  -0.6938
C  2.3708  2.3634  -0.0058
O  2.2638  1.2304  0.4392
C  3.4878  0.6874  1.0142
C  3.1228  -0.7056  1.5052
O  2.2328  -0.5986  2.5682
C  1.9048  -1.8126  3.1362
H  0.4138  3.9634  1.5382
H  0.3108  2.0484  1.9682
H  -1.1002  2.9504  1.7342
H  1.2838  4.0154  -0.8148
H  0.9398  2.3234  -1.6288
H  2.5478  3.2464  0.8482
H  3.1848  2.5904  -0.6608
H  3.7718  1.1894  1.9262
H  4.2028  0.7544  0.2042
H  3.8168  -1.2826  1.9072
H  2.8308  -1.0976  0.7012
H  2.7788  -2.1226  3.5042
H  1.6788  -2.7146  2.5332
H  1.0628  -1.6446  3.7552

Output
DFT total energy in eV: -28789.660
Relative energy (zero: lowest compared OMol25 entry of this formula, charge and spin) in kcal per mole: 181.9
Net charge: 0
HOMO energy in eV: -6.190
Spin multiplicity: 1
HOMO-LUMO gap in Eh: 0.245

Results of the Löwdin charge analysis, in e, for atoms 1 through 8:
1. N 0.3409
2. H 0.0253
3. H 0.1186
4. H 0.1491
5. H 0.0646
6. O -0.5507
7. H -0.1425
8. C -0.0859

---

C12H34IN2O4 | wB97M-V/def2-TZVPD

Positions of all 53 atoms, in Å:
I  0.5728  1.5025  1.7708
C  -3.4655  3.8498  -1.7289
C  -2.9266  2.8738  -0.6897
O  -1.6576  2.5413  -1.1303
H  -4.5296  3.9920  -1.5406
H  -3.4126  3.4945  -2.7580
H  -2.9518  4.8104  -1.7678
H  -3.5210  1.9680  -0.8090
H  -2.9129  3.1854  0.3548
H  -1.0970  2.2567  -0.4047
C  2.3492  1.5024  6.5939
C  1.2334  2.0506  5.6988
O  1.8650  2.9555  4.9102
H  1.9197  0.8047  7.3128
H  2.8060  2.3259  7.1428
H  3.0605  0.9649  5.9668
H  0.5564  2.5866  6.3639
H  0.6949  1.2606  5.1752
H  1.6382  2.7977  3.9908
C  1.4555  -1.3587  -2.1931
C  2.6890  -0.4505  -1.7879
C  3.7689  -0.5053  -2.8388
O  4.6381  0.6438  -2.7352
C  5.6843  0.5328  -3.6802
N  2.2353  0.8854  -1.6606
H  0.5959  -1.1664  -1.5511
H  1.7129  -2.4049  -2.0277
H  1.1942  -1.2158  -3.2416
H  3.0135  -0.6832  -0.7737
H  3.2565  -0.3135  -3.7816
H  4.2648  -1.4571  -3.0292
H  6.1956  -0.4162  -3.5191
H  6.4304  1.3261  -3.6339
H  5.2106  0.4583  -4.6591
H  1.5742  0.9046  -0.8973
H  1.5948  1.0926  -2.4135
C  -1.0848  -2.9534  0.8172
C  -2.0183  -1.8360  0.3330
C  -3.4108  -2.2825  -0.0889
O  -3.2238  -3.1028  -1.2268
C  -4.3125  -3.9096  -1.5417
N  -2.2491  -0.8413  1.3783
H  -0.9426  -3.5707  -0.0698
H  -1.4376  -3.5481  1.6598
H  -0.0916  -2.6092  1.1058
H  -1.5973  -1.3875  -0.5669
H  -4.0517  -1.4446  -0.3631
H  -3.8483  -2.8387  0.7402
H  -4.0678  -4.4311  -2.4671
H  -5.3042  -3.4909  -1.7128
H  -4.4350  -4.7264  -0.8304
H  -2.1682  -0.0167  0.8006
H  -1.4923  -0.6059  2.0043

Output
DFT total energy in eV: -32266.778
Relative energy (zero: lowest compared OMol25 entry of this formula, charge and spin) in kcal per mole: 0.0
Net charge: -1
HOMO energy in eV: -4.717
Spin multiplicity: 1
HOMO-LUMO gap in Eh: 0.276

Results of the Löwdin charge analysis, in e, for atoms 1 through 8:
1. I -0.1200
2. C -0.0986
3. C -0.3491
4. O -0.1271
5. H 0.0616
6. H 0.0680
7. H 0.0682
8. H 0.0954

---

C12H34N4O5P3S2Sr | wB97M-V/def2-TZVPD

Positions of all 61 atoms, in Å:
Sr  1.7535  0.4059  -0.0254
C  1.6947  4.9188  4.6422
C  2.8568  4.5539  3.7434
O  2.4722  4.4482  2.3589
P  1.6314  3.2108  1.7973
S  1.7630  3.3406  -0.1832
S  2.1764  1.5025  2.6508
O  0.1267  3.4655  2.2760
C  -0.7022  4.4759  1.6695
C  -1.8541  3.8040  0.9590
H  2.0621  5.0926  5.6550
H  0.9562  4.1189  4.6762
H  1.2096  5.8307  4.2917
H  3.3135  3.6119  4.0512
H  3.6196  5.3307  3.7538
H  -0.1106  5.0778  0.9780
H  -1.0475  5.1172  2.4816
H  -1.4773  3.1365  0.1831
H  -2.5005  4.5534  0.4986
H  -2.4461  3.2179  1.6625
C  -0.5577  -4.6141  0.8591
N  0.8259  -4.2033  0.6937
C  1.8408  -5.2180  0.9306
P  1.2056  -2.8387  -0.1589
O  2.2475  -1.9451  0.4936
O  -1.0843  -2.0666  -1.4106
P  -1.3862  -0.6149  -1.1876
O  -0.5556  0.0901  -0.1215
N  -2.9841  -0.2969  -0.8897
C  -3.9731  -1.0330  -1.6564
C  -3.4368  0.1595  0.4111
N  -1.1053  0.1760  -2.6758
C  0.3126  0.1713  -2.9967
C  -1.6733  1.5033  -2.8665
N  1.8353  -3.3352  -1.6253
C  3.0083  -2.7667  -2.2527
C  0.9849  -4.1278  -2.4993
H  -0.7860  -5.4904  0.2408
H  -1.2169  -3.8026  0.5521
H  -0.7568  -4.8679  1.9025
H  1.7792  -6.0311  0.1982
H  1.7142  -5.6392  1.9302
H  2.8327  -4.7712  0.8794
H  -3.5655  -1.3034  -2.6294
H  -4.8587  -0.4103  -1.8115
H  -4.2827  -1.9537  -1.1482
H  -2.6252  0.6682  0.9246
H  -3.7808  -0.6737  1.0365
H  -4.2712  0.8562  0.2876
H  0.7539  -0.7570  -2.6165
H  0.7916  1.0964  -2.6233
H  0.4917  0.1455  -4.0759
H  -2.7416  1.4887  -2.6686
H  -1.5170  1.8142  -3.9021
H  -1.2068  2.2551  -2.2118
H  3.6133  -2.2544  -1.5062
H  2.7477  -2.0692  -3.0593
H  3.6149  -3.5648  -2.6883
H  0.0871  -4.4368  -1.9676
H  1.5261  -5.0109  -2.8493
H  0.6549  -3.5415  -3.3609

Output
DFT total energy in eV: -79574.855
Relative energy (zero: lowest compared OMol25 entry of this formula, charge and spin) in kcal per mole: 0.0
Net charge: 0
HOMO energy (alpha / beta) in eV: -7.629 / -8.425
Spin multiplicity: 2
HOMO-LUMO gap (alpha / beta) in Eh: 0.281 / 0.293

Results of the Löwdin charge analysis, in e, for atoms 1 through 8:
1. Sr 1.1499
2. C -0.0795
3. C -0.2919
4. O -0.3419
5. P -0.2040
6. S 0.1995
7. S 0.2224
8. O -0.3610